*one*
This record from the OMol25 dataset describes an isolated ion of composition C6H14NOS and charge +1. The level of theory is ωB97M-V/def2-TZVPD.

ORCA input file:
```
! wB97M-V def2-TZVPD RIJCOSX def2/J DEFGRID3
* xyz 1 1
C 0.05 0.82 -2.31
C 0.43 -1.12 -0.88
C -0.36 1.64 -1.08
C -0.01 -0.31 0.37
C 0.43 0.39 2.75
C 0.71 -0.64 1.67
N -0.15 -0.62 -2.02
O 0.20 1.17 0.10
S -1.86 -0.75 0.61
H -0.63 1.08 -3.11
H 1.06 1.08 -2.69
H 1.59 -1.25 -0.80
H 0.16 -2.16 -0.57
H -0.25 2.75 -1.20
H -1.56 1.50 -0.97
H 0.52 1.37 2.48
H 0.91 0.13 3.60
H -0.61 0.46 2.98
H 0.38 -1.75 2.02
H 1.87 -0.54 1.55
H -1.18 -0.85 -1.72
H -0.03 -1.37 -2.75
H -1.69 -1.03 1.96
*
```

Gap between HOMO and LUMO ... 9.96 eV
Structure (SMILES) ... CC[C@]1(S)C[NH2+]CCO1
HOMO level ... -13.5 eV

***

*two*
This record from the OMol25 dataset describes an isolated ion of composition C6H14NOS and charge +1. The level of theory is ωB97M-V/def2-TZVPD.

ORCA input file:
```
! wB97M-V def2-TZVPD RIJCOSX def2/J DEFGRID3
* xyz 1 1
C 0.28 0.84 1.37
C 1.56 1.73 1.22
C 1.54 1.11 -1.17
C -1.63 -1.37 0.77
C -1.12 -0.98 -1.80
C -0.61 -0.91 -0.29
N -0.27 0.46 0.10
O 0.63 -1.54 -0.26
S 2.61 0.75 0.06
H 0.47 -0.05 1.84
H -0.25 1.51 2.07
H 1.57 2.67 0.59
H 2.25 1.84 2.05
H 1.75 0.62 -2.17
H 0.98 1.94 -1.14
H -2.69 -0.83 0.61
H -1.18 -0.96 1.79
H -1.85 -2.45 0.70
H -2.10 -0.59 -1.86
H -0.26 -0.57 -2.26
H -1.31 -2.00 -2.02
H -0.92 1.21 -0.11
H 0.57 -2.43 -0.09
*
```

Gap between HOMO and LUMO ... 8.79 eV
HOMO level ... -13.6 eV

***

Which of them is most stable, and which least? Most stable: *one*; least stable: *two*.

***

*one*
This record from the OMol25 dataset describes a 4-piece molecular cluster, C24H54BrN3 overall. The level of theory is ωB97M-V/def2-TZVPD.

ORCA input file:
```
! wB97M-V def2-TZVPD RIJCOSX def2/J DEFGRID3
* xyz 2 1
C 33.11 22.33 8.27
C 31.59 21.88 8.43
C 30.66 23.15 8.15
N 29.18 22.83 8.44
C 29.10 22.78 9.95
C 28.26 24.02 7.94
C 27.33 23.39 6.87
C 27.18 21.97 7.33
C 28.51 21.56 7.86
H 33.72 21.56 8.75
H 33.40 23.25 8.79
H 33.44 22.39 7.23
H 31.56 21.22 9.30
H 31.39 21.14 7.65
H 30.80 23.59 7.16
H 30.92 23.93 8.86
H 29.74 21.99 10.33
H 28.05 22.53 10.11
H 29.18 23.77 10.40
H 27.68 24.49 8.73
H 28.95 24.69 7.43
H 26.34 23.85 6.88
H 27.67 23.51 5.84
H 26.47 21.98 8.15
H 26.75 21.26 6.62
H 28.61 20.71 8.54
H 29.20 21.48 7.02
C 20.14 18.31 12.69
C 21.38 17.39 12.73
C 22.22 17.55 11.49
N 23.58 16.81 11.69
C 24.41 17.45 12.91
C 24.46 16.91 10.40
C 24.92 15.50 9.94
C 24.66 14.59 11.14
C 23.42 15.26 11.79
H 19.37 18.01 11.97
H 20.34 19.34 12.38
H 19.65 18.40 13.66
H 21.02 16.39 12.96
H 21.92 17.71 13.62
H 22.36 18.59 11.21
H 21.83 17.01 10.63
H 24.69 18.49 12.76
H 25.34 16.88 13.00
H 23.73 17.18 13.72
H 25.23 17.64 10.66
H 23.92 17.52 9.68
H 25.96 15.48 9.63
H 24.42 15.19 9.02
H 25.45 14.59 11.89
H 24.34 13.58 10.88
H 23.15 14.95 12.80
H 22.61 15.01 11.09
C 40.82 17.18 11.60
C 39.43 17.27 12.22
C 38.36 16.44 11.41
N 37.02 16.17 12.17
C 36.44 17.53 12.70
C 37.29 15.09 13.26
C 35.94 14.46 13.53
C 35.20 14.51 12.21
C 36.08 15.37 11.25
H 41.44 17.98 12.02
H 40.73 17.47 10.55
H 41.36 16.24 11.62
H 39.22 18.34 12.20
H 39.41 16.92 13.25
H 38.70 15.48 11.01
H 38.04 17.05 10.57
H 36.56 18.16 11.82
H 37.16 17.88 13.44
H 35.48 17.17 13.07
H 37.69 15.59 14.14
H 38.05 14.42 12.86
H 35.44 15.06 14.28
H 36.02 13.43 13.89
H 34.18 14.90 12.30
H 35.05 13.50 11.81
H 35.53 15.98 10.54
H 36.60 14.63 10.64
Br 30.24 17.75 12.41
*
```

Gap between HOMO and LUMO ... 6.02 eV
HOMO level ... -9.7 eV

***

*two*
This record from the OMol25 dataset describes a 4-piece molecular cluster, C24H54BrN3 overall. The level of theory is ωB97M-V/def2-TZVPD.

ORCA input file:
```
! wB97M-V def2-TZVPD RIJCOSX def2/J DEFGRID3
* xyz 2 1
Br -1.28 0.12 -0.50
C -0.56 -2.32 3.92
C -1.44 -2.97 2.81
C -0.64 -3.57 1.64
N -1.40 -4.31 0.53
C -2.64 -3.61 0.02
C -0.27 -4.60 -0.52
C -0.77 -5.76 -1.33
C -1.47 -6.57 -0.24
C -1.73 -5.74 0.99
H -0.17 -2.98 4.69
H -1.15 -1.61 4.50
H 0.32 -1.77 3.59
H -2.11 -2.24 2.36
H -2.02 -3.81 3.21
H 0.20 -4.21 1.93
H -0.34 -2.67 1.11
H -3.23 -4.35 -0.53
H -2.14 -2.74 -0.41
H -3.12 -3.14 0.87
H -0.20 -3.67 -1.08
H 0.63 -4.89 0.03
H -1.34 -5.54 -2.23
H 0.13 -6.27 -1.66
H -2.31 -7.14 -0.63
H -0.83 -7.41 0.05
H -2.68 -5.90 1.50
H -1.01 -6.02 1.76
C 3.64 2.23 2.67
C 2.25 2.26 3.19
C 1.14 2.45 2.05
N -0.26 2.62 2.71
C -0.88 1.23 3.15
C -1.21 3.33 1.74
C -2.02 4.37 2.48
C -1.79 4.08 3.95
C -0.37 3.58 3.96
H 3.75 1.63 1.77
H 4.33 1.83 3.41
H 3.98 3.22 2.36
H 2.33 3.17 3.78
H 2.10 1.36 3.78
H 1.14 1.65 1.31
H 1.37 3.42 1.60
H -0.22 0.99 3.98
H -0.70 0.51 2.35
H -1.91 1.21 3.48
H -1.91 2.61 1.32
H -0.67 3.62 0.83
H -3.06 4.37 2.15
H -1.57 5.31 2.15
H -2.31 3.26 4.43
H -1.97 4.99 4.52
H -0.04 3.12 4.89
H 0.32 4.39 3.72
C 0.28 -1.41 -5.39
C 0.21 0.00 -4.88
C 1.13 0.09 -3.66
N 1.38 1.55 -3.21
C 1.98 1.56 -1.81
C 0.05 2.42 -3.14
C 0.24 3.61 -4.13
C 1.75 3.78 -4.23
C 2.35 2.43 -4.10
H 1.33 -1.65 -5.53
H -0.18 -1.33 -6.38
H -0.18 -2.17 -4.75
H -0.81 0.11 -4.52
H 0.45 0.67 -5.70
H 2.15 -0.24 -3.85
H 0.77 -0.48 -2.80
H 2.38 2.54 -1.56
H 2.88 0.93 -1.83
H 1.26 1.24 -1.06
H -0.03 2.71 -2.09
H -0.80 1.82 -3.49
H -0.18 4.55 -3.77
H -0.19 3.30 -5.09
H 2.11 4.39 -3.41
H 2.09 4.33 -5.12
H 3.29 2.29 -3.57
H 2.38 1.90 -5.05
*
```

Gap between HOMO and LUMO ... 8.95 eV
HOMO level ... -12.9 eV

***

Which of them is most stable, and which least? Most stable: *two*; least stable: *one*.

***

*one*
This record from the OMol25 dataset describes C7H9N in the gas phase. The level of theory is ωB97M-V/def2-TZVPD.

ORCA input file:
```
! wB97M-V def2-TZVPD RIJCOSX def2/J DEFGRID3
* xyz 0 1
C -1.05 -1.39 0.44
C -0.21 -0.11 -0.05
C -0.70 1.28 0.54
C -1.28 2.22 -0.16
C 1.14 -0.42 0.52
C 2.24 -0.43 -0.32
C -0.25 -0.48 -1.57
H -0.09 -2.15 0.22
H -1.10 -1.19 1.49
H -2.10 -1.55 0.28
H -0.23 1.14 1.69
H -1.47 1.78 -1.13
H -1.33 3.37 0.22
H 1.32 -0.44 1.59
H 3.21 -0.49 0.37
H 2.35 -0.34 -1.46
N -0.44 -0.80 -2.66
*
```

Gap between HOMO and LUMO ... 10.89 eV
Structure (SMILES) ... C=CC(C)(C#N)C=C
HOMO level ... -10.1 eV

***

*two*
This record from the OMol25 dataset describes C7H9N in the gas phase. The level of theory is ωB97M-V/def2-TZVPD.

ORCA input file:
```
! wB97M-V def2-TZVPD RIJCOSX def2/J DEFGRID3
* xyz 0 1
C -1.73 0.55 1.64
C -0.77 0.19 0.56
C -0.36 1.11 -0.37
C 0.46 0.53 -1.39
C 1.47 -0.32 -0.83
C 0.70 -1.50 -0.46
C -0.04 -1.08 0.58
H -0.98 0.68 2.63
H -2.40 1.40 1.20
H -2.23 -0.57 1.89
H -1.13 1.96 -0.58
H -0.06 -0.12 -2.06
H 2.68 0.89 -1.53
H 1.87 0.18 -0.04
H 1.01 -2.45 -0.51
H -0.32 -1.92 1.35
N 1.86 0.45 -2.06
*
```

Gap between HOMO and LUMO ... 9.07 eV
Structure (SMILES) ... CC1=C[C@H]2N[C@@H]2C=C1
HOMO level ... -8.6 eV

***

Which of them is most stable, and which least? Most stable: *one*; least stable: *two*.

***

*one*
This record from the OMol25 dataset describes C7H9N as an isolated structure. The level of theory is ωB97M-V/def2-TZVPD.

ORCA input file:
```
! wB97M-V def2-TZVPD RIJCOSX def2/J DEFGRID3
* xyz 0 1
C -1.05 0.40 0.71
C -0.84 -0.26 -0.59
C -0.35 0.89 -1.57
C 0.49 0.97 0.77
C 1.14 -0.15 1.54
C 1.07 -1.31 0.72
C 0.56 -0.95 -0.69
H -1.87 1.29 0.77
H -0.95 -0.49 1.56
H -1.41 -1.01 -1.17
H -1.03 1.68 -1.77
H -0.10 0.50 -2.56
H 0.55 2.03 0.82
H 1.17 -0.50 2.59
H 0.99 -2.36 1.23
H 0.79 -1.47 -1.65
N 0.84 0.75 -0.69
*
```

Gap between HOMO and LUMO ... 8.91 eV
HOMO level ... -7.9 eV

***

*two*
This record from the OMol25 dataset describes C7H9N in the gas phase. The level of theory is ωB97M-V/def2-TZVPD.

ORCA input file:
```
! wB97M-V def2-TZVPD RIJCOSX def2/J DEFGRID3
* xyz 0 1
C 1.21 1.54 0.41
C -0.66 0.68 0.30
C -1.41 -0.32 -0.41
C -1.13 -1.58 -0.82
C 0.27 -1.66 -0.86
C 1.20 -0.96 -0.08
C 0.62 0.09 0.79
H 1.23 2.36 1.28
H 2.03 1.41 -0.34
H -0.70 2.52 -0.37
H -1.21 1.14 1.10
H -2.59 -0.29 -0.46
H -2.06 -2.28 -1.06
H 0.69 -2.57 -1.44
H 2.07 -1.83 0.10
H 0.48 0.00 2.00
N -0.03 1.75 -0.15
*
```

Gap between HOMO and LUMO ... 8.28 eV
Structure (SMILES) ... C1=C[C@@H]2NC[C@@H]2C=C1
HOMO level ... -7.9 eV

***

*three*
This record from the OMol25 dataset describes C7H9N in the gas phase. The level of theory is ωB97M-V/def2-TZVPD.

ORCA input file:
```
! wB97M-V def2-TZVPD RIJCOSX def2/J DEFGRID3
* xyz 0 1
C -1.68 -0.52 -1.35
C -0.68 0.36 -0.63
C -0.30 1.62 -0.89
N 0.90 1.84 -0.15
C 1.01 0.81 0.76
C 0.02 -0.12 0.50
C -0.08 -1.48 1.10
C 0.95 -2.32 0.94
H -2.62 0.04 -1.42
H -1.30 -0.61 -2.38
H -1.78 -1.54 -1.00
H -0.61 2.44 -1.51
H 1.21 2.79 -0.01
H 1.86 0.72 1.42
H -1.05 -1.80 1.47
H 1.65 -2.16 0.13
H 0.80 -3.26 1.46
*
```

Gap between HOMO and LUMO ... 9.17 eV
Structure (SMILES) ... C=Cc1c[nH]cc1C
HOMO level ... -8.1 eV

***

Which of them is most stable, and which least? Most stable: *three*; least stable: *two*.